The following is a quantum chemistry calculation of C26H34CrN3O4P2 as an isolated structure, from the Open Molecules 2025 dataset.

Total charge: +1
LUMO (alpha / beta): -0.09541 / -0.10229 hartree
Strongest force on any atom: 1.95 eV Å⁻¹
Spin multiplicity: 5
Orbital gap (alpha / beta): 0.31142 / 0.30779 Eh
Molar mass: 566.5 g mol⁻¹
Relative energy (zero: lowest compared OMol25 entry of this formula, charge and spin): 0.0 kJ/mol

Positions of all 70 atoms, in Å:
C: -4.876 2.350 -3.010
H: -5.207 1.322 0.225
H: -2.990 2.779 -3.987
H: 2.817 1.739 -2.209
C: 5.168 -0.941 -1.942
C: -3.562 3.971 2.860
Cr: 1.201 -1.007 -0.140
H: 0.056 -1.310 3.489
H: 2.877 -3.701 1.479
C: 4.184 -0.886 0.613
H: -0.597 -4.868 0.589
P: 1.933 -1.555 2.032
O: -0.200 2.008 -0.017
H: 4.235 -1.526 2.680
H: 3.121 -1.104 -3.765
H: 6.190 -0.695 1.293
H: -1.752 0.528 2.877
H: 3.616 0.135 2.452
C: -4.718 1.613 -0.708
H: 2.625 -3.510 3.262
C: -5.495 1.929 -1.826
N: 3.325 -1.016 -0.421
C: 1.052 -0.852 3.426
H: 0.759 -3.867 -0.777
H: 1.681 -4.396 -1.980
C: 6.063 -0.816 -0.884
H: -3.750 -0.560 0.808
C: -0.996 1.081 0.145
N: -2.824 -0.164 0.675
O: -1.837 -2.254 0.513
C: -2.736 2.026 1.683
H: 1.087 2.185 -2.084
H: -2.081 1.766 5.010
C: -3.105 3.437 4.066
C: 0.094 -0.569 -3.632
C: -2.454 2.197 4.080
H: 0.434 -0.172 -4.600
C: -1.780 -1.014 0.436
H: 5.488 -0.942 -2.980
H: 0.933 0.231 3.277
C: -3.374 3.270 1.663
H: 7.134 -0.752 -1.055
P: 1.352 -0.184 -2.415
C: 2.203 -3.322 2.264
O: -0.028 -4.088 0.486
C: -2.498 1.219 0.422
H: -6.580 1.846 -1.757
H: -3.718 3.686 0.714
C: 1.815 1.553 -2.624
H: -4.061 4.941 2.844
H: -0.859 -0.107 -3.338
C: 2.754 -1.290 -2.750
C: 3.621 -0.885 2.026
C: -3.486 2.451 -3.072
H: -0.026 -1.661 -3.676
C: -3.319 1.683 -0.785
C: 3.810 -1.064 -1.683
C: -2.703 2.126 -1.954
H: 1.615 -1.046 4.349
H: -1.617 2.246 -1.980
O: 1.390 -3.579 -1.546
H: -5.481 2.582 -3.889
H: -3.245 3.983 5.001
H: -0.667 -3.290 0.516
C: 5.555 -0.781 0.410
H: 2.338 -2.338 -2.632
H: 1.801 1.791 -3.699
N: -0.666 -0.250 0.125
H: 1.223 -3.808 2.141
C: -2.262 1.496 2.884

Löwdin population analysis, charges in e, atoms 1 to 2: C -0.078; H 0.125